Record 1
111
Properties=species:S:1:pos:R:3 method="wB97M-V/def2-TZVPD" charge=0 gap_ev="8.6 / 5.7" spin_multiplicity=2 e_homo_ev="-8.45 / -8.44"
Na 0.06047 0.67617 -0.26207
C 1.64584 -2.55283 1.82865
C 2.60840 -1.78877 0.99351
C 3.98730 -1.84801 0.92821
C 4.34945 -0.92529 -0.05835
N 3.24999 -0.33954 -0.51600
N 2.17942 -0.80732 0.16312
B 2.96343 0.50204 -1.80384
N 1.90187 -0.41164 -2.49966
C 1.62648 -0.73792 -3.76732
C 0.65342 -1.72014 -3.76853
C 0.35698 -1.96232 -2.42958
C -0.66245 -2.87180 -1.84617
N 1.08535 -1.12425 -1.68786
N 2.42849 1.88752 -1.45322
C 2.58446 2.99249 -2.21385
C 2.05170 4.05603 -1.53412
C 1.57974 3.50602 -0.32762
C 0.85158 4.20067 0.76957
N 1.81816 2.20304 -0.27343
N 4.23810 0.65238 -2.61498
C 5.33677 1.33302 -2.20854
C 6.16264 1.49279 -3.28981
C 5.46258 0.89222 -4.35811
C 5.87246 0.78729 -5.79112
N 4.30657 0.40197 -3.94754
H 2.16481 -3.31649 2.40468
H 1.13310 -1.88909 2.52559
H 0.88987 -3.03378 1.20735
H 4.64413 -2.46461 1.51617
H 5.31882 -0.67119 -0.45184
H 2.14483 -0.24566 -4.56971
H 0.18469 -2.17314 -4.62457
H -0.72976 -3.78567 -2.43421
H -0.42552 -3.13291 -0.81650
H -1.63782 -2.38242 -1.86722
H 3.06993 2.93755 -3.17566
H 1.99894 5.08244 -1.85352
H 1.20489 5.22572 0.88518
H -0.21448 4.21915 0.54019
H 0.98069 3.67587 1.71533
H 5.43900 1.67639 -1.19127
H 7.12733 1.96868 -3.31414
H 6.95610 0.72433 -5.88248
H 5.43438 -0.09865 -6.24718
H 5.54235 1.65833 -6.35975
F -5.87650 -1.79808 4.30438
C -4.68565 -1.27977 4.02360
C -3.96924 -0.61965 5.00467
F -4.47160 -0.50864 6.23261
C -2.73102 -0.08291 4.69399
F -2.08032 0.53419 5.68383
C -2.17546 -0.17638 3.42496
P -0.60363 0.65658 2.94602
C -0.86310 2.31721 3.66890
C -1.59591 3.20501 2.88273
C -1.87505 4.48171 3.35069
C -1.39690 4.89075 4.58592
C -0.64136 4.01817 5.35999
C -0.38297 2.73386 4.90849
C 0.64017 -0.11889 4.03786
C 1.92042 0.43880 4.02488
C 2.96439 -0.16995 4.70111
C 2.75200 -1.35944 5.38710
C 1.48864 -1.92945 5.39406
C 0.43955 -1.31266 4.72469
C -2.90886 -0.87009 2.46156
Br -2.26954 -1.09593 0.70783
C -4.15125 -1.40588 2.75186
F -4.86691 -2.05672 1.83554
H -1.92318 2.90198 1.89257
H -2.45093 5.16174 2.73508
H -1.60456 5.89012 4.94600
H -0.26280 4.33412 6.32349
H 0.18566 2.05268 5.52835
H 2.10210 1.35837 3.47850
H 3.94845 0.28046 4.68583
H 3.56811 -1.83801 5.91227
H 1.31457 -2.85742 5.92324
H -0.53987 -1.77372 4.74071
C -2.92562 2.58087 -4.38916
C -1.57967 3.04858 -3.85604
C -1.34128 4.51184 -4.19333
C -0.45086 2.17976 -4.39636
O -1.54866 3.01411 -2.40977
P -2.02770 1.78798 -1.49197
O -1.48691 2.08739 -0.12210
O -1.61059 0.47423 -2.07696
O -3.62697 1.84603 -1.51604
C -4.46751 2.65682 -0.66344
C -5.80990 2.68905 -1.37695
C -4.59334 1.95279 0.68322
C -3.91515 4.06765 -0.50695
H -2.92759 2.67533 -5.47689
H -3.73527 3.19084 -3.98717
H -3.11461 1.53968 -4.12943
H -1.27006 4.64814 -5.27385
H -0.41111 4.84777 -3.73433
H -2.15756 5.12899 -3.81603
H -0.43052 2.23467 -5.48712
H -0.59365 1.14544 -4.08777
H 0.50695 2.53388 -4.01142
H -6.19560 1.67704 -1.49965
H -5.70376 3.14149 -2.36320
H -6.53130 3.27224 -0.80210
H -5.00138 0.95076 0.53702
H -5.25936 2.51045 1.34545
H -3.61508 1.86658 1.15527
H -3.88236 4.57828 -1.47049
H -2.90953 4.05266 -0.08870
H -4.56689 4.63274 0.16256

---

Record 2
166
Properties=species:S:1:pos:R:3 method="wB97M-V/def2-TZVPD" charge=+1 gap_ev=7.6 e_homo_ev=-9.48
Pb 0.50657 0.72520 0.37347
C -0.45245 3.56420 -1.93392
C 1.01942 3.29786 -1.93343
C 2.06349 4.04672 -2.50172
C 3.22707 3.43022 -2.08405
C 4.64466 3.82607 -2.36578
N 2.88298 2.36614 -1.32479
N 1.51990 2.28182 -1.25046
B 3.82637 1.54289 -0.38631
N 3.66333 0.04571 -0.68952
N 2.43064 -0.53076 -0.66050
C 2.56962 -1.76859 -1.12064
C 1.39076 -2.66473 -1.31083
C 3.90908 -2.00158 -1.46069
C 4.57440 -0.82220 -1.17646
C 6.03057 -0.50313 -1.33207
N 3.46165 1.90632 1.10902
N 2.17275 2.30126 1.37167
C 2.21607 3.17706 2.36630
C 1.03125 4.03826 2.68752
C 3.54583 3.31125 2.81461
C 4.29927 2.50348 1.98854
C 5.77927 2.28144 1.96288
H -0.78529 3.94790 -2.89866
H -0.69913 4.31715 -1.18082
H -1.00582 2.65131 -1.70287
H 1.98082 4.92679 -3.12338
H 4.65178 4.67538 -3.04537
H 5.20761 3.00934 -2.82245
H 5.16504 4.11425 -1.44896
H 4.96368 1.86361 -0.59490
H 0.51927 -2.28756 -0.77220
H 1.60306 -3.68266 -0.98536
H 1.13691 -2.70574 -2.37064
H 4.33987 -2.91508 -1.85172
H 6.53987 -1.35632 -1.77752
H 6.49656 -0.28718 -0.36774
H 6.18813 0.36544 -1.97377
H 0.13044 3.65851 2.19887
H 1.22762 5.03970 2.29669
H 0.84805 4.13119 3.75539
H 3.90872 3.93733 3.61894
H 6.19656 2.46014 2.95265
H 6.27050 2.96129 1.26253
H 6.02038 1.26193 1.65784
N -2.41601 2.40364 2.92785
P -1.05297 1.35461 3.41802
C -0.72701 2.30604 4.98596
C -1.72125 2.99213 5.68999
C -1.41668 3.75504 6.81383
C -0.10447 3.86015 7.25389
C 0.89849 3.19552 6.55891
C 0.58704 2.43015 5.44314
C -2.02218 -0.11695 4.01256
C -2.73329 -0.19393 5.20394
C -3.38941 -1.37175 5.56412
C -3.33198 -2.48795 4.74313
C -2.61248 -2.42922 3.55274
C -1.97161 -1.25388 3.19842
C -3.29890 2.02554 1.93412
C -4.51432 2.70428 1.72503
C -5.44080 2.14144 0.87685
C -5.14867 0.94007 0.23023
C -3.89721 0.40045 0.42166
N -2.97771 0.93048 1.23966
H -2.53931 3.32113 3.31486
H -2.75832 2.92490 5.38178
H -2.20988 4.27465 7.34053
H 0.13475 4.45822 8.12544
H 1.93133 3.28384 6.88018
H 1.37590 1.94102 4.88690
H -2.77211 0.64832 5.88125
H -3.94267 -1.41084 6.49558
H -3.84783 -3.39803 5.02369
H -2.55029 -3.29995 2.90585
H -1.40792 -1.19946 2.27290
H -4.72737 3.61579 2.27600
H -6.40417 2.61839 0.73651
H -5.87072 0.45742 -0.41768
H -3.59403 -0.50479 -0.09748
O -1.10057 0.23997 -2.08725
P -1.34911 0.30839 -3.58731
C -2.52860 1.66256 -4.03492
C -3.19033 1.63646 -5.45246
C -4.71888 1.73787 -5.39189
C -5.16408 2.99950 -4.64366
C -4.36296 3.20558 -3.33327
C -3.57828 1.94935 -2.95112
C -2.09335 -1.22080 -4.25483
C -3.51677 -1.35238 -3.62503
C -3.92074 -2.80031 -3.36592
C -2.94718 -3.39720 -2.36038
C -1.52060 -3.45833 -2.94249
C -1.26715 -2.52868 -4.15143
C 0.16183 0.97876 -4.41194
C 1.50856 0.33093 -4.04076
C 1.97922 -0.75797 -5.00579
C 1.94752 -0.27061 -6.45163
C 0.53001 0.16729 -6.81911
C 0.07196 1.30975 -5.91164
H -1.85024 2.51975 -4.00770
H -2.90308 0.75604 -6.02766
H -2.83299 2.49990 -6.01848
H -5.13856 0.85610 -4.90511
H -5.11740 1.74844 -6.40783
H -6.23243 2.92781 -4.42720
H -5.03710 3.86716 -5.29670
H -5.03317 3.48573 -2.51876
H -3.65274 4.03072 -3.45451
H -4.26743 1.11418 -2.83705
H -3.09173 2.08119 -1.98860
H -2.20457 -1.00704 -5.32013
H -4.24685 -0.87168 -4.27192
H -3.53675 -0.83977 -2.66003
H -3.91109 -3.37963 -4.29761
H -4.94244 -2.82292 -2.98090
H -3.26341 -4.39392 -2.04923
H -2.95411 -2.77119 -1.46167
H -1.32228 -4.47588 -3.28551
H -0.80469 -3.25518 -2.14786
H -1.47247 -3.09655 -5.05910
H -0.20849 -2.29462 -4.18883
H 0.14284 1.92381 -3.86045
H 1.44995 -0.03372 -3.02143
H 2.26179 1.12942 -4.03964
H 1.33058 -1.63192 -4.94366
H 2.98307 -1.08462 -4.72232
H 2.29472 -1.05750 -7.12637
H 2.62649 0.58347 -6.56887
H -0.15471 -0.68745 -6.73106
H 0.49517 0.50155 -7.85834
H -0.93602 1.62339 -6.18063
H 0.72260 2.17124 -6.09802
C 0.28501 -1.11176 7.03525
As 1.30828 -1.24970 5.41204
C 1.21927 -3.13121 5.02759
C 3.12376 -0.78765 5.86577
O 0.73034 -0.29403 4.18411
H 0.74395 -1.71913 7.81496
H -0.72062 -1.47260 6.82289
H 0.22889 -0.07490 7.34940
H 1.18160 -3.68319 5.96558
H 2.07283 -3.46177 4.43490
H 0.29839 -3.29025 4.46526
H 3.20662 -0.66093 6.94250
H 3.35831 0.14688 5.36058
H 3.81303 -1.56448 5.53748
O 0.02116 -8.26024 -0.14835
C -0.11388 -7.80320 1.18070
N 0.75700 -6.68398 1.47079
C 0.29466 -5.40822 1.55836
O -0.89074 -5.12587 1.47511
C 1.31791 -4.32176 1.75689
C 2.68927 -4.49724 1.85348
C 3.50227 -3.38241 2.00071
C 2.91457 -2.12955 2.02247
N 1.59199 -1.93899 1.92562
C 0.82781 -3.02362 1.80758
H -0.41733 -7.63816 -0.73691
H 0.15786 -8.63691 1.81766
H -1.12359 -7.48293 1.40757
H 1.74437 -6.85860 1.43760
H 3.14940 -5.47853 1.81578
H 4.57736 -3.48407 2.07872
H 3.52208 -1.22917 2.11695
H -0.24786 -2.87641 1.75719

---

Record 3
56
Properties=species:S:1:pos:R:3 method="wB97M-V/def2-TZVPD" charge=0 gap_ev=9.3 smiles="Cn1c(N)c(C(=O)COC(=O)c2ccc(S(=O)(=O)N3CCCCC3)cc2)c(=O)n(C)c1=O" e_homo_ev=-9.29
C -2.90499 -3.35612 -1.28495
N -2.77587 -2.08679 -0.59370
C -3.79417 -1.17987 -0.61405
N -4.92915 -1.49139 -1.23589
H -5.01114 -2.29473 -1.83224
H -5.62172 -0.73304 -1.25237
C -3.63776 0.06876 0.00482
C -2.49972 0.28681 0.86551
O -2.34177 1.21009 1.63659
N -1.51294 -0.71000 0.80777
C -1.56603 -1.84964 0.06360
O -0.64839 -2.63514 -0.01546
C -0.32978 -0.48511 1.62065
H 0.28585 0.29697 1.17304
H -0.64450 -0.15584 2.60995
H 0.22601 -1.41744 1.68078
C -4.60308 1.11871 -0.25776
O -5.71929 0.91094 -0.72347
C -4.12911 2.54838 -0.05515
H -4.79544 3.22454 -0.60019
H -4.12812 2.81670 1.00872
O -2.80750 2.64161 -0.56337
C -1.90149 3.29981 0.18373
O -2.18291 4.08169 1.04988
C -0.51535 2.91035 -0.19840
C -0.26879 2.09605 -1.30242
C 1.02093 1.67478 -1.57102
C 2.05169 2.06453 -0.73545
C 1.82339 2.87880 0.35844
C 0.53512 3.30957 0.62504
H 0.31549 3.94115 1.47194
H 2.66016 3.17196 0.97260
S 3.70022 1.41433 -1.04170
O 4.65645 2.26688 -0.40246
O 3.82603 1.14462 -2.44271
N 3.72438 -0.04241 -0.25191
C 3.74465 0.00081 1.18979
C 4.29641 -1.31744 1.72837
C 3.46542 -2.48434 1.20091
C 3.44219 -2.45230 -0.32479
C 2.91749 -1.10241 -0.80831
H 2.99532 -1.01856 -1.89257
H 1.86189 -0.99422 -0.51280
H 4.45244 -2.59814 -0.70857
H 2.79992 -3.24386 -0.71165
H 3.88443 -3.42969 1.54903
H 2.44341 -2.40973 1.57905
H 5.32878 -1.42771 1.39496
H 4.28355 -1.29684 2.81892
H 4.38417 0.83841 1.46975
H 2.73248 0.17107 1.59283
H 1.25055 1.06013 -2.42701
H -1.08703 1.80223 -1.94103
H -1.97842 -3.90400 -1.11897
H -3.73914 -3.92945 -0.87848
H -3.03520 -3.20446 -2.35782